Below is an isolated molecule of C4H13PSi2 at a distorted geometry, with properties calculated with ωB97M-V/def2-TZVPD.

total charge = 0
energy relative to the best compared isomer or geometry (same formula, charge and spin) = 0.0 kcal per mole
E_tot = -29401.749 eV
orbital gap = 8.3 eV
structure (SMILES) = C[Si]1(C)P[Si]1(C)C

Each atom is followed by the atoms it is bonded to, with distances in Å.
Geometry (Å):
1 C 1.96 1.43 -0.97  Si2 1.936, H8 1.149, H9 1.164, H10 1.155
2 Si 0.99 -0.23 -0.75  C1 1.936, C3 1.915, P4 2.319, Si5 2.290
3 C 0.58 -1.21 -2.34  Si2 1.915, H11 1.026, H12 1.072, H13 1.183
4 P 1.25 -1.52 1.16  Si2 2.319, Si5 2.291, H14 1.504
5 Si -0.53 -0.09 0.96  Si2 2.290, P4 2.291, C6 1.936, C7 1.958
6 C -2.37 -0.69 0.97  Si5 1.936, H15 1.038, H16 1.082, H17 1.136
7 C -0.42 1.57 2.00  Si5 1.958, H18 1.161, H19 1.014, H20 1.080
8 H 3.09 1.41 -0.78  C1 1.149
9 H 1.68 1.90 -1.99  C1 1.164
10 H 1.63 2.13 -0.11  C1 1.155
11 H -0.36 -1.61 -2.27  C3 1.026
12 H 0.62 -0.71 -3.29  C3 1.072
13 H 1.35 -2.09 -2.53  C3 1.183
14 H 0.45 -2.58 0.45  P4 1.504
15 H -2.27 -1.64 1.39  C6 1.038
16 H -3.14 -0.18 1.53  C6 1.082
17 H -2.70 -0.82 -0.11  C6 1.136
18 H 0.61 2.08 2.09  C7 1.161
19 H -1.03 2.37 1.89  C7 1.014
20 H -0.58 1.10 2.96  C7 1.080

Löwdin population analysis, charges in e, atoms 1 to 6: -0.287 0.272 -0.269 0.451 0.283 -0.240